DFT (ωB97M-V/def2-TZVPD) results for a molecular structure, C11H22N6O5Pm.

Summary:
LUMO energy (spin up / spin down), eV: -4.96 / -4.96
Electronic energy, eV: -47481.527
Frontier orbital gap (spin up / spin down), eV: 3.571 / 3.574
Highest occupied orbital energy (spin up / spin down), eV: -8.529 / -8.534

```
! RIJCOSX wB97M-V def2-TZVPD def2/J DEFGRID3
* xyz 1 5
O 2.80590 2.17829 3.65122
H 2.20580 1.40444 3.63039
Pm 0.59175 0.61449 -0.04389
N 1.83479 -1.04942 -1.39154
N -0.67221 -1.50945 -0.86964
O 3.24516 -0.67527 -1.68713
O -2.02480 -1.82636 -0.40871
C 1.35906 -2.17790 -1.90289
C -0.07298 -2.45648 -1.57923
C 2.15529 -3.08453 -2.77753
C -0.74251 -3.69079 -2.08084
H 3.22050 -2.87937 -2.63405
H 1.87536 -2.89866 -3.82251
H 1.91465 -4.11715 -2.50457
H -1.82673 -3.55647 -2.02629
H -0.43067 -4.53630 -1.45336
H -0.42111 -3.86485 -3.11689
H 3.56309 -0.06216 -0.97521
H -2.28959 -1.06949 0.17023
O -0.27831 0.91164 -2.46087
H 0.67333 1.08034 -2.27333
H -0.76557 0.15814 -2.01667
C 0.83116 -0.94309 1.77763
H 1.42665 -0.77746 2.70444
H 1.09759 -1.69645 0.99407
H -0.28202 -0.81909 1.86367
O 4.97775 0.77663 0.97651
H 4.77870 1.31965 1.77798
H 4.24209 0.15031 0.91908
N -1.56713 3.27923 2.43715
C -0.81739 2.82260 3.50372
C -0.00043 1.82286 3.00757
N -0.11559 1.85850 1.63924
C -1.17691 2.66995 1.28409
C -2.11611 2.22058 0.25356
N -1.99179 1.05687 -0.40998
C -3.12261 0.92850 -1.20953
C -4.01718 1.92607 -0.87737
N -3.38599 2.69543 0.08984
H -2.32279 3.95786 2.47219
H -0.91545 3.12807 4.51560
H 0.47607 0.96948 3.47660
H -3.16409 0.12375 -1.92129
H -5.00336 2.12175 -1.25929
H -3.75139 3.51531 0.55783
*
```

***

DFT (ωB97M-V/def2-TZVPD) results for a molecular structure, C11H22NOP.

Summary:
LUMO energy, eV: 0.84
Electronic energy, eV: -24590.343
Frontier orbital gap, eV: 9.111
Highest occupied orbital energy, eV: -8.269

```
! RIJCOSX wB97M-V def2-TZVPD def2/J DEFGRID3
* xyz 0 1
C 3.06102 0.46660 0.03762
C 2.35350 -0.34135 0.78623
C 2.65654 0.85570 -1.36639
C 1.60884 -0.07481 -1.97810
C 2.48634 -0.88719 2.14597
C -0.64890 1.78552 1.15671
C -1.90316 1.97719 -1.03034
C -1.53424 -1.60098 1.43100
C -2.59962 -1.74760 -0.84650
C -0.73508 1.31305 -0.29447
C -1.93643 -0.82944 0.17684
N -0.80133 -0.13310 -0.42826
O 0.43995 -2.39080 -0.95049
P 0.62635 -0.96367 -0.68107
H 3.97682 0.93557 0.38786
H 2.28808 1.88783 -1.33994
H 3.55059 0.86298 -1.99619
H 0.95956 0.44354 -2.68436
H 2.10042 -0.89538 -2.50436
H 2.14529 -1.92233 2.17187
H 1.87860 -0.31550 2.85165
H 3.52639 -0.84740 2.47663
H -0.51350 2.86450 1.18081
H -1.55317 1.54051 1.70995
H 0.20391 1.31846 1.64447
H -1.68192 3.02615 -1.21084
H -2.82254 1.92078 -0.45018
H -2.06765 1.48714 -1.98772
H -2.41407 -2.03074 1.90715
H -0.85309 -2.40392 1.16283
H -1.03696 -0.94126 2.13947
H -1.93092 -2.56038 -1.10803
H -2.84170 -1.19129 -1.74901
H -3.51701 -2.16040 -0.43349
H 0.19114 1.61176 -0.78917
H -2.66205 -0.05971 0.46187
*
```

***

DFT (ωB97M-V/def2-TZVPD) results for a molecular structure, C11H23AlCl2MgO2P.

Summary:
LUMO energy, eV: -8.07
Electronic energy, eV: -62243.441
Frontier orbital gap, eV: 2.714
Highest occupied orbital energy, eV: -10.780

```
! RIJCOSX wB97M-V def2-TZVPD def2/J DEFGRID3
* xyz 1 1
C 0.06547 3.60851 -1.32382
C 1.54179 3.25891 -1.47352
C 1.78067 1.88267 -2.08160
C 1.75445 0.74525 -1.03026
C 3.05911 -0.04417 -1.02462
C 3.14441 -1.21718 -0.01610
C 2.00965 -1.35325 0.99892
C 0.74366 -2.00657 0.40522
Al -0.89272 -0.88240 0.74699
O -0.42450 0.69471 1.36751
P -1.94796 -0.44325 -1.39804
O -3.19102 -1.41890 -1.57739
C -2.30383 -1.84515 1.78432
Cl -2.72305 -3.42276 1.10197
C -2.97323 -1.48234 2.88636
C -4.04242 -2.22013 3.61242
Cl -2.59563 0.03766 3.62008
H -0.04718 4.67932 -1.17600
H -0.39709 3.14085 -0.45436
H -0.50988 3.35008 -2.21176
H 2.01150 3.30531 -0.49299
H 1.99921 4.02984 -2.08842
H 2.75528 1.86097 -2.56662
H 1.03769 1.70305 -2.85881
H 0.93517 0.07786 -1.29816
H 1.61845 1.20478 -0.05731
H 3.87536 0.66310 -0.89219
H 3.17845 -0.46085 -2.02475
H 4.10475 -1.17247 0.48979
H 3.15016 -2.13407 -0.60230
H 1.79997 -0.42337 1.52141
H 2.37360 -2.04022 1.76225
H 0.89984 -2.08457 -0.67134
H 0.55781 -2.99014 0.82671
H -0.75874 1.40845 0.82248
H -2.47496 0.86364 -1.40107
H -1.09196 -0.55892 -2.50732
H -4.92012 -1.57547 3.63907
H -4.33275 -3.13274 3.11084
H -3.74783 -2.43475 4.63471
Mg -5.02156 -1.17130 -2.10228
*
```

***

DFT (ωB97M-V/def2-TZVPD) results for a molecular structure, C11H23AuO3P2.

Summary:
LUMO energy (spin up / spin down), eV: 0.49 / 0.20
Electronic energy, eV: -40184.355
Frontier orbital gap (spin up / spin down), eV: 3.209 / 6.829
Highest occupied orbital energy (spin up / spin down), eV: -2.716 / -6.625

```
! RIJCOSX wB97M-V def2-TZVPD def2/J DEFGRID3
* xyz 0 3
C 2.05803 -0.02106 -3.58134
C 0.78873 -0.01147 -4.44791
C -0.20549 0.99154 -4.01055
C 0.55142 1.88158 -3.16638
C 1.78982 1.24191 -2.51293
Au 0.49332 -0.44212 -1.98734
P 0.75485 -2.88339 -1.62564
H 2.75033 -0.78109 -3.70114
H 0.59660 -0.57139 -5.34840
H -0.92309 1.36814 -4.68223
H 1.96834 1.71366 -1.52067
H 0.41094 2.95189 -3.21140
H 2.13322 -2.98614 -1.17403
H 0.58975 -3.66512 -2.84958
H -0.09073 -3.41529 -0.57575
C -0.84390 3.41256 1.81533
C -0.07900 2.59426 0.76404
O -0.91676 1.28590 0.50271
P -0.21838 -0.08898 0.18624
O 0.99854 -0.10074 1.17406
C 1.02357 -1.13251 2.28075
C 2.32049 -0.75776 2.98788
O -1.37459 -1.04517 0.61145
C -2.56810 -0.79720 1.58326
C -3.22379 -2.14188 1.89727
H -1.91772 3.50963 1.57866
H -0.42153 4.42649 1.85059
H -0.68866 2.96434 2.81195
H -0.10474 3.04398 -0.25495
H 0.96220 2.32743 1.09596
H 0.08686 -1.08574 2.92198
H 1.05810 -2.12382 1.75169
H 2.21162 0.31319 3.29247
H 2.41952 -1.48388 3.80491
H 3.15292 -0.83630 2.24583
H -2.11178 -0.32075 2.48943
H -3.22359 -0.05919 1.03100
H -2.51178 -2.76339 2.45714
H -4.08003 -1.91560 2.53647
H -3.61553 -2.59650 0.97918
*
```

***

Number 1: F_max 3.34 eV/Å. Number 2: F_max 3.94 eV/Å. Number 3: F_max 2.26 eV/Å. Number 4: F_max 5.36 eV/Å.